Entry from OMol25: the molecule C17H18N2O2 in a non-equilibrium geometry (ωB97M-V/def2-TZVPD).

For the LUMO energy, the calculation gives 0.0079 hartree. The SMILES is O=[N+]([O-])c1ccccc1CN[C@H]1CCCc2ccccc21. The orbital gap comes out at 9.085 eV. The energy above the lowest of the compared OMol25 structures with the same formula, charge and spin comes out at 4.063 eV.

The geometry in XYZ format:
```
39
Properties=species:S:1:pos:R:3:forces:R:3
O -1.12732 1.92743 -2.46516 -0.1 0.1 0.0
N -0.14404 2.13463 -1.78655 -0.5 0.7 -0.4
O -0.14125 2.70023 -0.71259 -0.1 0.1 0.3
C 1.14447 1.82625 -2.37012 1.1 -0.3 -0.5
C 1.47909 2.40206 -3.58390 -0.3 0.0 0.2
C 2.73021 2.15869 -4.12500 0.0 0.0 0.1
C 3.62330 1.33939 -3.45554 0.0 0.0 -0.1
C 3.26821 0.74820 -2.25348 -0.1 0.1 0.0
C 2.02345 0.98584 -1.69299 -0.3 0.1 0.1
C 1.53731 0.33540 -0.42572 0.1 -0.1 0.1
N 0.15444 -0.05351 -0.62700 0.1 -0.6 0.3
C -0.72898 -0.02823 0.51818 -0.2 -0.1 -0.2
C -2.19011 -0.08984 0.03672 0.1 0.2 0.0
C -3.17343 0.13295 1.19573 -0.1 0.0 0.0
C -2.50383 0.00585 2.57525 -0.1 0.0 0.0
C -1.50595 -1.10820 2.58028 0.0 0.0 0.1
C -1.48476 -2.10382 3.54185 0.0 0.0 0.0
C -0.54610 -3.12015 3.47577 0.0 -0.1 0.1
C 0.36222 -3.15171 2.43381 0.1 -0.1 0.0
C 0.34272 -2.16236 1.46383 0.0 0.1 -0.1
C -0.57421 -1.12782 1.53956 0.0 0.1 0.1
H 0.76575 3.03573 -4.08855 -0.1 0.0 0.0
H 3.00380 2.60618 -5.06774 0.0 0.0 -0.1
H 4.59794 1.14723 -3.87789 0.1 0.0 0.0
H 3.96153 0.09263 -1.74777 0.0 -0.1 0.1
H 1.56439 1.07253 0.38373 0.0 -0.1 0.0
H 2.20960 -0.48826 -0.14976 0.0 0.1 0.0
H 0.06942 -0.91774 -1.14913 0.0 0.0 0.0
H -0.56919 0.94561 1.00099 0.0 -0.1 0.0
H -2.35172 -1.07331 -0.41120 0.0 0.0 0.0
H -2.34274 0.65506 -0.74241 0.0 0.0 0.0
H -3.62123 1.12421 1.11915 -0.1 0.0 0.0
H -3.98025 -0.59827 1.12666 -0.1 0.1 0.0
H -3.26147 -0.14942 3.34470 0.1 0.1 0.0
H -1.98618 0.94245 2.80385 0.0 0.0 0.1
H -2.20771 -2.08663 4.34526 -0.1 0.0 0.1
H -0.53115 -3.89218 4.23100 0.0 -0.1 0.1
H 1.08618 -3.95105 2.36928 0.1 -0.1 0.0
H 1.04762 -2.21604 0.64688 0.1 0.1 -0.1
```
Forces are in eV/Å.